A) Formula: C16H20ClN3O3S2
Source: the Open Molecules 2025 dataset
Level of theory: wB97M-V/def2-TZVPD

Calculated values
Gap between HOMO and LUMO, Eh: 0.338
Highest occupied orbital energy, eV: -8.9
SMILES: O=C(NC1=NCCS1)c1ccc(Cl)c(S(=O)(=O)N2CCCCCC2)c1

Cartesian coordinates (Å):
C1 0.78205 -1.29987 -2.09509
H1 -5.32308 -0.66910 -0.90855
C2 4.45648 0.32452 0.18229
C3 -0.15854 -1.10711 0.11008
O1 1.92548 2.75003 -0.39355
N1 3.71606 1.45094 -0.05941
C4 -2.53481 0.85069 1.50382
O2 -0.74549 -1.07211 2.65379
C5 -2.32015 1.84201 0.35707
Cl1 -1.09475 -3.10757 -1.45008
H2 7.10290 -0.95245 -0.08259
H3 -5.11855 0.14984 0.63700
C6 1.56465 0.41402 -0.60105
H4 2.28346 0.13057 -2.60337
H5 -3.44054 1.12753 2.05565
H6 -1.70431 0.88232 2.20935
H7 -4.29922 2.64850 0.53237
C7 -3.63749 2.30255 -0.26537
H8 -1.80272 2.71639 0.75566
C8 6.34510 -0.82957 0.69800
H9 -2.73880 -0.82527 -0.97193
C9 5.33477 -2.00085 0.68196
H10 0.81390 -1.80520 -3.04674
C10 -3.37852 -0.90240 -0.07986
H11 -3.64083 -1.95431 0.05490
C11 -0.10114 -1.75002 -1.11731
H12 5.17962 -2.42469 1.67299
C12 -4.35055 1.22679 -1.08099
C13 -4.63387 -0.06557 -0.31462
H13 4.24197 2.31085 0.07411
H14 -3.43997 3.15453 -0.91977
H15 -1.67393 1.40187 -0.40472
N2 -2.64325 -0.53705 1.11373
C14 1.60409 -0.21982 -1.84126
C15 0.66902 -0.02885 0.36200
H16 -5.29866 1.63904 -1.43438
H17 -3.75067 0.98606 -1.96238
H18 0.61700 0.43910 1.33199
S1 3.74243 -1.30726 0.12062
H19 6.86197 -0.77298 1.65930
S2 -1.34100 -1.50540 1.42631
N3 5.67936 0.41280 0.47276
H20 5.62338 -2.79153 -0.00658
C16 2.38725 1.63474 -0.34221
O3 -1.76010 -2.86669 1.31608


B) Formula: C16H20ClN3O3S2
Source: the Open Molecules 2025 dataset
Level of theory: wB97M-V/def2-TZVPD

Calculated values
Gap between HOMO and LUMO, Eh: 0.306
Highest occupied orbital energy, eV: -8.5
SMILES: O=C(NC1=NCCS1)c1ccc(Cl)c(S(=O)(=O)N2CCCCCC2)c1

Cartesian coordinates (Å):
H1 5.38348 -0.04422 -1.43473
C1 -2.48523 1.29971 0.08633
N1 -4.90629 -0.79747 1.63673
C2 -1.04340 1.57382 0.33821
H2 1.51556 -0.42816 -3.07417
H3 -6.84413 -0.81169 2.31317
C3 1.64255 2.20491 0.72085
C4 -6.81112 -0.22256 0.20154
H4 -2.54955 -0.02650 1.68712
H5 1.82705 0.45358 -1.58750
Cl1 3.28532 2.60900 0.97896
H6 3.80592 -0.18597 -3.22362
S1 -5.39001 0.75523 -0.41790
C5 1.32445 -1.62423 -1.31887
C6 3.51137 -0.67639 -2.29329
C7 -0.52780 2.79004 -0.11301
C8 -6.29497 -1.05385 1.39848
H7 -7.59741 0.47167 0.49038
C9 4.20240 -0.78870 0.17460
H8 4.73491 -1.74657 0.11322
C10 -4.39008 0.03372 0.84031
H9 4.01054 0.98641 -1.03835
H10 0.33432 -1.27855 -1.01552
C11 2.11451 -2.09439 -0.08742
O1 -3.10725 1.84990 -0.79733
H11 -7.17035 -0.84943 -0.61184
C12 4.32632 -0.05064 -1.16111
H12 2.83131 -2.86850 -0.37834
H13 1.43266 -2.52565 0.64819
N2 -3.06644 0.39290 0.92670
H14 3.75302 -1.73568 -2.39203
H15 -0.50974 -0.29761 1.31051
H16 -1.19352 3.47530 -0.61553
H17 1.18494 -2.48772 -1.97205
O2 1.25330 -1.22337 2.50185
N3 2.84402 -1.04654 0.57718
O3 3.20098 0.27794 2.67783
C13 2.00286 -0.49544 -2.09926
C14 1.14566 0.98088 1.14307
C15 -0.18803 0.67133 0.96030
S2 2.17206 -0.31382 1.88143
C16 0.79868 3.11287 0.08564
H18 1.19468 4.05853 -0.24782
H19 -6.41276 -2.12593 1.21453
H20 4.65522 -0.19818 0.97252


Best to worst by energy: B), A).


A) Formula: C2H7N3O
Source: the Open Molecules 2025 dataset
Level of theory: wB97M-V/def2-TZVPD

Calculated values
Gap between HOMO and LUMO (spin up / spin down), Eh: 0.329 / 0.329
Highest occupied orbital energy (spin up / spin down), eV: -8.3 / -8.3
SMILES: C=[NH+][O-].[H]/N=C\N

Cartesian coordinates (Å):
N1 -2.02992 -0.16658 0.16214
C1 1.23059 -0.60944 -0.38901
O1 -2.87988 -0.89935 -0.36464
H1 0.98004 -0.50021 1.53269
H2 2.94237 0.02469 0.51207
N2 0.50773 -0.68583 0.63449
C2 -1.94531 1.11249 0.11807
H3 -2.67902 1.82218 -0.41167
N3 2.61795 -0.33856 -0.37909
H4 -1.11954 1.45489 0.61022
H5 2.88414 0.25375 -1.13479
H6 -1.21721 -0.59413 0.54729
H7 0.70805 -0.87392 -1.43777


B) Formula: C2H7N3O
Source: the Open Molecules 2025 dataset
Level of theory: wB97M-V/def2-TZVPD

Calculated values
Gap between HOMO and LUMO, Eh: 0.322
Highest occupied orbital energy, eV: -8.2

Cartesian coordinates (Å):
H1 -1.71465 1.56247 0.02073
N1 0.45898 -0.48145 1.29455
H2 -0.12431 0.20508 -1.91963
H3 -0.30255 -0.37992 1.99427
C1 0.45413 -0.07574 -1.05007
O1 -1.89112 0.39348 1.68283
H4 2.09347 -0.55621 -2.17660
N2 1.77708 -0.34176 -1.24538
N3 -0.11527 0.00032 0.08488
H5 2.25869 -0.81846 -0.49710
H6 -2.34237 -0.14262 -0.22054
C2 -1.80411 0.54771 0.45608
H7 1.25203 0.08709 1.57599


Best to worst by energy: B), A).


A) Formula: C2H7N3O
Source: the Open Molecules 2025 dataset
Level of theory: wB97M-V/def2-TZVPD

Calculated values
Gap between HOMO and LUMO, Eh: 0.380
Highest occupied orbital energy, eV: -9.4
SMILES: [H]/N=C(/NN)OC

Cartesian coordinates (Å):
H1 1.87474 -1.86640 -0.37927
H2 -2.38901 -0.66091 0.99926
H3 -1.93737 1.32305 0.11317
H4 1.41711 1.81199 -0.20425
N1 -2.00384 -0.73224 0.05311
H5 -2.82852 -1.01713 -0.48878
H6 2.80679 -0.06304 -0.23250
O1 0.56562 -0.38842 -0.65181
N2 0.42843 1.90163 0.06850
N3 -1.48669 0.52995 -0.37082
C1 1.85567 -0.77998 0.08936
C2 -0.04322 0.76168 -0.27049
H7 1.74031 -0.82019 1.27453


B) Formula: C2H7N3O
Source: the Open Molecules 2025 dataset
Level of theory: wB97M-V/def2-TZVPD

Calculated values
Gap between HOMO and LUMO, Eh: 0.281
Highest occupied orbital energy, eV: -7.5

Cartesian coordinates (Å):
C1 -1.02975 -0.53544 0.00054
H1 1.19653 -0.53770 1.78105
N1 -0.89079 -1.44156 0.80115
H2 -0.14166 1.98522 0.58764
H3 -0.69094 2.02961 -0.95173
N2 0.09683 1.74416 -0.36944
H4 0.54747 0.08404 -1.35051
O1 -2.04616 -0.14771 -0.84960
N3 0.21878 0.32018 -0.41551
H5 -2.61908 -0.93518 -0.89421
C2 1.48078 -0.72344 0.75675
H6 1.60320 -1.76476 0.50230
H7 2.27479 -0.07742 0.40157


C) Formula: C2H7N3O
Source: the Open Molecules 2025 dataset
Level of theory: wB97M-V/def2-TZVPD

Calculated values
Gap between HOMO and LUMO, Eh: 0.364
Highest occupied orbital energy, eV: -9.2
SMILES: [H]/N=C(\N)N(C)O

Cartesian coordinates (Å):
H1 2.06570 0.88238 -0.08748
H2 1.71970 0.34204 -1.88647
H3 -1.17056 0.09313 -1.96287
C1 1.62643 0.05831 -0.78170
H4 0.17687 -0.57194 2.51865
H5 -1.82263 0.56057 1.60175
N1 0.18631 -0.18326 -0.60870
O1 -0.62205 0.67330 -1.44027
N2 -1.54665 0.13899 0.74944
C2 -0.16052 -0.26094 0.72414
H6 -1.54728 0.86112 -0.09276
N3 0.58807 -0.73132 1.61826
H7 2.16507 -0.90879 -0.53630


D) Formula: C2H7N3O
Source: the Open Molecules 2025 dataset
Level of theory: wB97M-V/def2-TZVPD

Calculated values
Gap between HOMO and LUMO, Eh: 0.362
Highest occupied orbital energy, eV: -8.8
SMILES: [H]/N=C/N.NC=O

Cartesian coordinates (Å):
H1 1.83755 0.58740 2.21567
N1 -0.69788 -0.68209 -1.24169
N2 1.96843 0.35445 1.24264
C1 1.84262 1.49869 0.32852
N3 -2.24410 -0.48824 0.48374
H2 -2.39489 -1.92098 -1.24720
H3 -3.07342 -0.63417 0.92508
H4 -0.36555 -0.82352 -2.21853
C2 -1.94242 -1.04015 -0.63667
H5 -0.24184 0.03815 -0.75190
H6 2.49617 2.33004 0.54900
O1 1.30686 1.24629 -0.75151
H7 1.50847 -0.46586 1.10287


Best to worst by energy: D), C), A), B).


A) Formula: C2H7N3O
Source: the Open Molecules 2025 dataset
Level of theory: wB97M-V/def2-TZVPD

Calculated values
Gap between HOMO and LUMO, Eh: 0.344
Highest occupied orbital energy, eV: -8.4
SMILES: CN(C=O)NN

Cartesian coordinates (Å):
N1 -0.17803 -0.01349 -1.29451
O1 -0.24197 1.34440 1.95924
N2 -1.45375 -0.58125 -1.09055
H1 -1.87411 -0.53112 -0.19974
H2 0.27143 2.59022 0.30995
C1 0.03786 1.60350 0.86034
H3 -1.28685 -1.58776 -1.28419
H4 2.10985 -0.54265 0.95020
N3 0.61335 0.38223 -0.16517
C2 1.04858 -0.77474 0.59255
H5 -0.35239 0.73608 -1.89493
H6 0.38011 -0.92656 1.39074
H7 0.92590 -1.69886 -0.13392


B) Formula: C2H7N3O
Source: the Open Molecules 2025 dataset
Level of theory: wB97M-V/def2-TZVPD

Calculated values
Gap between HOMO and LUMO, Eh: 0.356
Highest occupied orbital energy, eV: -8.6
SMILES: [H]/N=C/N.NC=O

Cartesian coordinates (Å):
H1 2.06251 1.84262 1.30086
C1 -1.47237 -0.96656 -1.10868
H2 -2.52614 -1.14761 -1.32132
N1 0.12214 1.66069 0.45967
H3 -0.02481 2.66142 0.43190
H4 2.45962 -0.32178 0.63203
H5 -0.22558 1.32167 -0.45249
O1 -0.88516 0.00340 -1.58884
N2 -0.87025 -1.89483 -0.37302
C2 1.27821 1.17164 0.95709
H6 0.07834 -1.76961 -0.04739
H7 -1.51579 -2.46017 0.15572
N3 1.51927 -0.10087 0.95447


Best to worst by energy: B), A).


A) Formula: C2H7N3O
Source: the Open Molecules 2025 dataset
Level of theory: wB97M-V/def2-TZVPD

Calculated values
Gap between HOMO and LUMO, Eh: 0.268
Highest occupied orbital energy, eV: -6.7

Cartesian coordinates (Å):
C1 0.62474 -0.14180 0.56530
H1 -0.81452 -0.65076 -2.26039
H2 0.26369 -1.38634 2.00553
H3 2.29909 0.97529 0.44189
H4 -2.50611 -0.90972 -0.06236
C2 -0.70564 -0.23920 0.09981
H5 -0.68869 0.99345 -1.83577
H6 1.00469 1.80208 1.04556
N1 -1.80190 -0.60625 0.60508
H7 0.59031 -0.24797 -1.19355
O1 0.93320 -0.72108 1.80329
N2 -0.49687 0.02913 -1.57965
N3 1.29802 1.10317 0.36526


B) Formula: C2H7N3O
Source: the Open Molecules 2025 dataset
Level of theory: wB97M-V/def2-TZVPD

Calculated values
Gap between HOMO and LUMO, Eh: 0.351
Highest occupied orbital energy, eV: -8.6
SMILES: CN/N=C\NO

Cartesian coordinates (Å):
N1 0.08691 1.28061 0.28761
H1 1.37228 -1.00194 -1.24692
H2 -2.91631 -0.00620 -0.51296
C1 1.81877 -0.39817 -0.36252
N2 -1.97332 0.04352 -0.07365
H3 1.19388 0.13089 1.48491
H4 2.22063 0.58239 -0.60176
H5 -1.62040 1.96387 -0.39304
H6 2.56862 -1.06421 0.12487
N3 0.68729 -0.09398 0.59646
O1 -1.59156 -1.30852 0.20189
H7 -0.68277 -1.21075 0.54229
C2 -1.16404 1.08251 -0.04718


C) Formula: C2H7N3O
Source: the Open Molecules 2025 dataset
Level of theory: wB97M-V/def2-TZVPD

Calculated values
Gap between HOMO and LUMO, Eh: 0.388
Highest occupied orbital energy, eV: -9.6
SMILES: [H]/N=C/N.NC=O

Cartesian coordinates (Å):
H1 -0.21526 -0.43093 1.04777
H2 1.18219 2.06770 -0.82623
N1 -1.04145 -1.03411 0.86857
H3 2.98129 0.89357 -0.32386
C1 2.00663 0.39016 -0.09070
H4 -2.77702 -1.38022 -0.33337
O1 1.87008 -0.35628 0.86775
C2 -1.95248 -0.63018 -0.09896
H5 0.04046 0.89463 -0.34804
H6 -2.16344 0.22297 -1.79862
N2 -1.78301 0.43994 -0.82862
H7 -1.57550 -1.05357 1.76018
N3 1.00186 1.03363 -0.75164


Best to worst by energy: C), B), A).


A) Formula: H4N2
Source: the Open Molecules 2025 dataset
Level of theory: wB97M-V/def2-TZVPD

Calculated values
Gap between HOMO and LUMO, Eh: 0.372
Highest occupied orbital energy, eV: -9.1
SMILES: NN

Cartesian coordinates (Å):
N1 0.69218 -0.17320 -0.09077
H1 0.94580 -0.45544 0.90814
H2 -0.79970 -1.00481 -0.67380
H3 1.00703 0.83577 -0.15759
N2 -0.79706 -0.11507 0.17715
H4 -1.04824 0.91274 -0.16313


B) Formula: H4N2
Source: the Open Molecules 2025 dataset
Level of theory: wB97M-V/def2-TZVPD

Calculated values
Gap between HOMO and LUMO, Eh: 0.388
Highest occupied orbital energy, eV: -9.4
SMILES: NN

Cartesian coordinates (Å):
N1 -0.70186 -0.23621 0.13587
N2 0.66337 -0.32751 -0.01874
H1 -1.09074 -0.71820 -0.56009
H2 -1.24802 0.78852 0.14657
H3 1.16462 -0.12741 0.87167
H4 1.21263 0.62081 -0.57528


Best to worst by energy: B), A).